# 1
Formula: C4H12N2O
Source: the Open Molecules 2025 dataset
Level of theory: wB97M-V/def2-TZVPD

Properties
Relative energy (zero: lowest compared OMol25 entry of this formula, charge and spin) in kJ/mol: 147.9
Frontier orbital gap in Ha: 0.362
Lowest unoccupied orbital energy in eV: 1.000
Structure (SMILES): NCNCCCO
HOMO in eV: -8.85
Total energy in eV: -9369.661

Cartesian coordinates (Å):
N1 -2.7245 -1.0852 0.6784
C1 -2.0013 -0.2747 -0.2676
N2 -0.6935 0.0299 0.2470
C2 0.1565 0.7002 -0.7118
C3 1.5105 1.0329 -0.0951
C4 2.1559 -0.0303 0.7542
O1 2.1226 -1.3201 0.0847
H1 -2.9515 -0.5967 1.5344
H2 -3.5677 -1.4417 0.2506
H3 -2.4748 0.6492 -0.6248
H4 -1.9206 -0.8823 -1.1857
H5 -0.2409 -0.8391 0.5101
H6 -0.3063 1.6546 -0.9750
H7 0.2832 0.1717 -1.6703
H8 1.3967 1.9601 0.4846
H9 2.2200 1.4571 -0.7963
H10 1.5934 -0.2332 1.6590
H11 3.1902 0.2035 0.9779
H12 2.2520 -1.1558 -0.8543

=====

# 2
Formula: C7H9BrN2O4S
Source: the Open Molecules 2025 dataset
Level of theory: wB97M-V/def2-TZVPD

Properties
Frontier orbital gap in Ha: 0.310
Lowest unoccupied orbital energy in eV: -0.743
HOMO in eV: -9.17
Total energy in eV: -99446.248

Cartesian coordinates (Å):
C1 0.1605 0.6736 -0.2848
C2 -1.8855 -1.4252 -0.8250
C3 2.1598 1.9068 0.8092
C4 1.2996 2.7240 -0.1334
C5 2.5993 0.6344 0.2391
C6 -0.9310 -3.5744 -0.5721
C7 -1.9198 -0.0439 -0.2433
N1 0.0821 1.8998 -0.4022
N2 -2.2947 0.0406 1.1231
O1 -2.1456 -0.9278 1.8828
O2 -2.7541 -1.7718 -1.5713
O3 -2.5977 1.1702 1.5268
O4 -0.9676 -2.1947 -0.2573
S1 1.2293 -0.5522 0.0589
Br1 -2.7905 1.3053 -1.2844
H1 2.8299 2.7148 1.1960
H2 1.6528 1.5709 1.6990
H3 0.9620 3.7754 0.2642
H4 1.8646 2.9582 -1.0139
H5 2.9454 0.9104 -0.7353
H6 3.3729 0.0684 0.8088
H7 -1.9046 -3.8890 -1.0228
H8 -0.7558 -4.2911 0.1926
H9 -0.2114 -3.6826 -1.4548

=====

# 3
Formula: C20H22NO4S2
Source: the Open Molecules 2025 dataset
Level of theory: wB97M-V/def2-TZVPD

Properties
Frontier orbital gap in Ha: 0.273
Lowest unoccupied orbital energy in eV: 2.200
Charge: -1
HOMO in eV: -5.22
Total energy in eV: -52442.069

Cartesian coordinates (Å):
C1 4.6071 1.6348 0.2693
C2 3.0511 1.7444 -0.1760
C3 2.4823 3.1100 -0.6851
C4 1.0003 3.2878 -1.1800
C5 0.0137 2.0570 -1.1706
C6 -1.4526 2.3060 -1.7353
S1 -2.8151 1.4338 -0.8441
O1 -4.0145 1.4280 -1.8137
O2 -2.5381 -0.0112 -0.5059
N1 -3.3634 2.2448 0.5710
S2 -5.0175 1.7989 0.8780
O3 -5.2913 0.3275 0.6733
O4 -6.0058 2.7008 0.1893
C7 0.5932 0.7262 -0.6476
C8 2.0742 0.5441 -0.1476
H1 4.7534 0.9959 1.2053
H2 5.1186 1.0970 -0.6215
H3 5.1124 2.6628 0.3294
H4 3.1572 4.0403 -0.7522
H5 0.6681 4.3205 -1.5719
H6 -1.5001 2.0249 -2.8564
H7 -1.6427 3.4415 -1.6918
H8 -5.1888 2.0283 2.2601
H9 -0.0499 -0.2111 -0.6283
H10 2.4746 -0.4591 0.2387
C9 6.1496 -0.8356 5.2302
C10 7.4383 -1.3564 5.1662
C11 7.8898 -1.9562 3.9946
C12 7.0552 -2.0266 2.8831
C13 5.7677 -1.5025 2.9460
C14 5.3130 -0.9108 4.1205
H11 5.7966 -0.3709 6.1449
H12 8.0914 -1.2954 6.0308
H13 8.8924 -2.3681 3.9471
H14 7.4087 -2.4899 1.9679
H15 5.1175 -1.5560 2.0787
H16 4.3073 -0.5073 4.1708
C15 -5.4337 -1.7057 -4.0852
C16 -6.3239 -2.6752 -4.5397
C17 -7.1748 -3.3143 -3.6431
C18 -7.1421 -2.9767 -2.2924
C19 -6.2543 -2.0047 -1.8389
C20 -5.3971 -1.3721 -2.7339
H17 -4.7679 -1.2097 -4.7841
H18 -6.3538 -2.9331 -5.5940
H19 -7.8642 -4.0747 -3.9962
H20 -7.8090 -3.4716 -1.5935
H21 -6.2296 -1.7399 -0.7867
H22 -4.7035 -0.6204 -2.3796

=====

Look up the HOMO of the first one.
-8.85 eV

=====

Which of these has the highest HOMO?
C20H22NO4S2

=====

The lowest HOMO belongs to which entry?
C7H9BrN2O4S

=====

Please write out number 3 again, unchanged.
Formula: C20H22NO4S2
Source: the Open Molecules 2025 dataset
Level of theory: wB97M-V/def2-TZVPD

Properties
Frontier orbital gap in Ha: 0.273
Lowest unoccupied orbital energy in eV: 2.200
Charge: -1
HOMO in eV: -5.22
Total energy in eV: -52442.069

Cartesian coordinates (Å):
C1 4.6071 1.6348 0.2693
C2 3.0511 1.7444 -0.1760
C3 2.4823 3.1100 -0.6851
C4 1.0003 3.2878 -1.1800
C5 0.0137 2.0570 -1.1706
C6 -1.4526 2.3060 -1.7353
S1 -2.8151 1.4338 -0.8441
O1 -4.0145 1.4280 -1.8137
O2 -2.5381 -0.0112 -0.5059
N1 -3.3634 2.2448 0.5710
S2 -5.0175 1.7989 0.8780
O3 -5.2913 0.3275 0.6733
O4 -6.0058 2.7008 0.1893
C7 0.5932 0.7262 -0.6476
C8 2.0742 0.5441 -0.1476
H1 4.7534 0.9959 1.2053
H2 5.1186 1.0970 -0.6215
H3 5.1124 2.6628 0.3294
H4 3.1572 4.0403 -0.7522
H5 0.6681 4.3205 -1.5719
H6 -1.5001 2.0249 -2.8564
H7 -1.6427 3.4415 -1.6918
H8 -5.1888 2.0283 2.2601
H9 -0.0499 -0.2111 -0.6283
H10 2.4746 -0.4591 0.2387
C9 6.1496 -0.8356 5.2302
C10 7.4383 -1.3564 5.1662
C11 7.8898 -1.9562 3.9946
C12 7.0552 -2.0266 2.8831
C13 5.7677 -1.5025 2.9460
C14 5.3130 -0.9108 4.1205
H11 5.7966 -0.3709 6.1449
H12 8.0914 -1.2954 6.0308
H13 8.8924 -2.3681 3.9471
H14 7.4087 -2.4899 1.9679
H15 5.1175 -1.5560 2.0787
H16 4.3073 -0.5073 4.1708
C15 -5.4337 -1.7057 -4.0852
C16 -6.3239 -2.6752 -4.5397
C17 -7.1748 -3.3143 -3.6431
C18 -7.1421 -2.9767 -2.2924
C19 -6.2543 -2.0047 -1.8389
C20 -5.3971 -1.3721 -2.7339
H17 -4.7679 -1.2097 -4.7841
H18 -6.3538 -2.9331 -5.5940
H19 -7.8642 -4.0747 -3.9962
H20 -7.8090 -3.4716 -1.5935
H21 -6.2296 -1.7399 -0.7867
H22 -4.7035 -0.6204 -2.3796